## P
{"formula": "C48H120N8O16", "method": "the ωB97M-V functional and the def2-TZVPD basis", "species": ["C", "O", "C", "C", "N", "C", "C", "O", "C", "H", "H", "H", "H", "H", "H", "H", "H", "H", "H", "H", "H", "H", "H", "H", "C", "O", "C", "C", "N", "C", "C", "O", "C", "H", "H", "H", "H", "H", "H", "H", "H", "H", "H", "H", "H", "H", "H", "H", "C", "O", "C", "C", "N", "C", "C", "O", "C", "H", "H", "H", "H", "H", "H", "H", "H", "H", "H", "H", "H", "H", "H", "H", "C", "O", "C", "C", "N", "C", "C", "O", "C", "H", "H", "H", "H", "H", "H", "H", "H", "H", "H", "H", "H", "H", "H", "H", "C", "O", "C", "C", "N", "C", "C", "O", "C", "H", "H", "H", "H", "H", "H", "H", "H", "H", "H", "H", "H", "H", "H", "H", "C", "O", "C", "C", "N", "C", "C", "O", "C", "H", "H", "H", "H", "H", "H", "H", "H", "H", "H", "H", "H", "H", "H", "H", "C", "O", "C", "C", "N", "C", "C", "O", "C", "H", "H", "H", "H", "H", "H", "H", "H", "H", "H", "H", "H", "H", "H", "H", "C", "O", "C", "C", "N", "C", "C", "O", "C", "H", "H", "H", "H", "H", "H", "H", "H", "H", "H", "H", "H", "H", "H", "H"], "xyz": [[7.1769, 8.5381, 2.3990], [6.2779, 7.6711, 1.6076], [5.0862, 8.3472, 1.0647], [3.8550, 7.5104, 0.8582], [3.5030, 6.8093, 2.1505], [2.2303, 6.0706, 1.9577], [2.2469, 4.9000, 0.9732], [3.4690, 4.2146, 1.0399], [3.5533, 3.3054, 0.0549], [7.0916, 9.5594, 2.0276], [8.1968, 8.2957, 2.1003], [6.9116, 8.6650, 3.4486], [5.4870, 8.9501, 0.2498], [4.6495, 9.0126, 1.8094], [4.1158, 6.7276, 0.1460], [3.0005, 8.0233, 0.4169], [4.2200, 6.0988, 2.1164], [1.4544, 6.7724, 1.6518], [1.9858, 5.7757, 2.9781], [2.0134, 5.2428, -0.0348], [1.5025, 4.1399, 1.2100], [4.3307, 2.6293, 0.4106], [3.5847, 3.7047, -0.9588], [2.7496, 2.5693, 0.0398], [-4.0897, -1.7389, 0.6996], [-3.3472, -2.3602, -0.3303], [-3.8889, -2.2741, -1.6208], [-3.3127, -3.2483, -2.7206], [-3.7502, -3.1060, -4.1122], [-5.2040, -3.4412, -4.3309], [-5.4641, -3.0115, -5.7767], [-4.8404, -1.7099, -5.9649], [-4.2869, -1.5462, -7.2082], [-4.9785, -2.3146, 0.9579], [-4.4029, -0.7398, 0.3966], [-3.4010, -1.6512, 1.5399], [-3.5166, -1.3378, -2.0366], [-4.9747, -2.1825, -1.6502], [-3.5724, -4.2568, -2.3988], [-2.2233, -3.2565, -2.7548], [-3.5552, -2.1959, -4.5043], [-5.8174, -2.7968, -3.7011], [-5.6182, -4.4460, -4.2479], [-6.5150, -2.7880, -5.9608], [-5.2281, -3.8467, -6.4362], [-5.0246, -1.5463, -8.0105], [-3.6128, -2.3666, -7.4544], [-3.7559, -0.5942, -7.2139], [5.8384, -1.6221, 9.4751], [4.9544, -1.3710, 8.3722], [4.3250, -0.0901, 8.3446], [3.7687, 0.1616, 6.9325], [3.1635, 1.4839, 6.6526], [4.1772, 2.3748, 6.0372], [3.6828, 3.6439, 5.4271], [3.3667, 4.6887, 6.4017], [2.2795, 5.5525, 6.0521], [6.1941, -2.6391, 9.6408], [5.3546, -1.2084, 10.3600], [6.8121, -1.1427, 9.3749], [5.1370, 0.5989, 8.5769], [3.5744, -0.0492, 9.1339], [3.0179, -0.5920, 6.6949], [4.6004, -0.1121, 6.2833], [2.7974, 1.8117, 7.5350], [4.9806, 1.9925, 5.4074], [4.8580, 2.4921, 6.8803], [2.7610, 3.4984, 4.8638], [4.4797, 4.0954, 4.8362], [2.6688, 6.1996, 5.2661], [2.0125, 6.2593, 6.8379], [1.3252, 5.1071, 5.7707], [-0.4342, 0.2220, 5.7519], [-0.2877, -0.1526, 7.0908], [0.0491, -1.5080, 7.3252], [0.3209, -1.7594, 8.8123], [1.0398, -0.5851, 9.3691], [0.8643, -0.0704, 10.7234], [1.3094, -1.1751, 11.6890], [1.5540, -0.5038, 12.9170], [0.4410, -0.3145, 13.7835], [-0.8819, 1.2120, 5.6642], [-0.9004, -0.4621, 5.0429], [0.5919, 0.3643, 5.4130], [1.0169, -1.7527, 6.8876], [-0.6901, -2.2000, 6.9215], [0.9068, -2.5973, 9.1900], [-0.6626, -1.7767, 9.2820], [0.7475, 0.0756, 8.6633], [-0.1956, 0.1266, 10.8843], [1.3764, 0.8589, 10.9729], [2.2039, -1.7256, 11.3976], [0.6194, -2.0157, 11.7631], [-0.1008, -1.2390, 13.9827], [-0.1704, 0.4064, 13.2408], [0.6297, 0.2089, 14.7209], [0.2504, -3.2739, -6.3729], [0.4304, -4.6889, -6.5311], [-0.4243, -5.3380, -5.6434], [0.1260, -6.7274, -5.2440], [0.1173, -7.5354, -6.3657], [0.8161, -8.8014, -6.1263], [1.4560, -9.3503, -7.4274], [2.4478, -8.3439, -7.6934], [3.2390, -8.6305, -8.7909], [-0.7932, -2.9682, -6.4480], [0.8040, -2.7158, -7.1280], [0.4519, -2.9185, -5.3624], [-1.4370, -5.5279, -5.9990], [-0.5638, -4.7978, -4.7070], [-0.5273, -7.2701, -4.5608], [1.0921, -6.5998, -4.7556], [0.5181, -7.1551, -7.2111], [0.2084, -9.5966, -5.6945], [1.6880, -8.6409, -5.4921], [0.7165, -9.4741, -8.2185], [1.8808, -10.3392, -7.2549], [3.4797, -7.7255, -9.3486], [2.7604, -9.1582, -9.6159], [4.0678, -9.2687, -8.4844], [-11.4296, 1.6210, -8.4203], [-10.5316, 1.2292, -7.3920], [-9.1604, 1.5664, -7.7308], [-8.0452, 0.9666, -6.8537], [-7.7679, 1.6749, -5.5358], [-6.6502, 1.0317, -4.8346], [-6.1144, 1.8831, -3.6378], [-5.7625, 3.1420, -4.1962], [-4.8702, 3.9539, -3.4435], [-11.5899, 0.8099, -9.1306], [-11.0846, 2.5072, -8.9531], [-12.3354, 2.0151, -7.9595], [-9.0071, 2.6455, -7.7310], [-9.0324, 1.2651, -8.7705], [-7.1171, 0.8387, -7.4107], [-8.3426, -0.0739, -6.7230], [-8.5999, 1.6512, -4.9638], [-5.8055, 1.0907, -5.5210], [-6.9439, 0.0249, -4.5377], [-5.2074, 1.4924, -3.1765], [-6.9284, 1.9687, -2.9180], [-3.8918, 3.5152, -3.2477], [-5.3997, 4.3590, -2.5812], [-4.5345, 4.6708, -4.1928], [1.7948, 1.9171, 3.1391], [1.0435, 1.2864, 2.0216], [-0.3855, 1.4284, 1.9935], [-1.0102, 0.4917, 0.8026], [-0.5542, 1.2202, -0.4340], [-0.9305, 0.4871, -1.6730], [-0.9104, 1.3884, -2.9558], [-0.8277, 0.6555, -4.2469], [-1.8155, -0.3141, -4.6837], [2.7579, 2.3581, 2.8818], [1.8088, 1.2027, 3.9621], [1.3117, 2.8136, 3.5276], [-0.7312, 2.4556, 1.8771], [-0.7679, 1.2607, 3.0004], [-2.0952, 0.5173, 0.9030], [-0.5931, -0.5135, 0.8625], [0.4394, 1.2793, -0.2623], [-1.9060, 0.0271, -1.5151], [-0.1962, -0.3131, -1.7649], [0.0186, 1.9272, -2.7696], [-1.8347, 1.9600, -2.8713], [-2.7699, 0.1964, -4.8124], [-1.9026, -1.2215, -4.0861], [-1.5890, -0.6623, -5.6915], [2.7821, 1.7120, -4.6844], [2.9948, 0.9614, -3.4389], [2.4370, -0.3523, -3.7106], [2.9338, -1.3952, -2.7291], [2.2422, -1.2887, -1.4161], [2.5330, -2.3894, -0.4969], [3.7712, -2.2906, 0.4934], [3.5145, -1.1863, 1.2881], [4.2835, -1.0224, 2.4140], [3.0920, 2.7545, -4.7566], [1.7606, 1.7467, -5.0632], [3.3390, 1.4495, -5.5839], [2.7987, -0.5949, -4.7098], [1.3505, -0.2947, -3.7764], [4.0103, -1.4965, -2.5913], [2.7180, -2.3625, -3.1827], [2.5554, -0.3946, -1.0660], [2.6674, -3.2942, -1.0896], [1.6440, -2.4489, 0.1311], [4.7366, -2.2939, -0.0127], [3.7465, -3.1757, 1.1291], [4.3982, -1.8541, 3.1090], [3.7028, -0.4406, 3.1298], [5.1903, -0.4482, 2.2240]], "spin_multiplicity": 1, "gap_ev": 9.01, "smiles": "COCCNCCOC.COCCNCCOC.COCCNCCOC.COCCNCCOC.COCCNCCOC.COCCNCCOC.COCCNCCOC.COCCNCCOC"}

## Q
{"formula": "C48H120N8O16", "method": "the ωB97M-V functional and the def2-TZVPD basis", "species": ["C", "O", "C", "C", "N", "C", "C", "O", "C", "H", "H", "H", "H", "H", "H", "H", "H", "H", "H", "H", "H", "H", "H", "H", "C", "O", "C", "C", "N", "C", "C", "O", "C", "H", "H", "H", "H", "H", "H", "H", "H", "H", "H", "H", "H", "H", "H", "H", "C", "O", "C", "C", "N", "C", "C", "O", "C", "H", "H", "H", "H", "H", "H", "H", "H", "H", "H", "H", "H", "H", "H", "H", "C", "O", "C", "C", "N", "C", "C", "O", "C", "H", "H", "H", "H", "H", "H", "H", "H", "H", "H", "H", "H", "H", "H", "H", "C", "O", "C", "C", "N", "C", "C", "O", "C", "H", "H", "H", "H", "H", "H", "H", "H", "H", "H", "H", "H", "H", "H", "H", "C", "O", "C", "C", "N", "C", "C", "O", "C", "H", "H", "H", "H", "H", "H", "H", "H", "H", "H", "H", "H", "H", "H", "H", "C", "O", "C", "C", "N", "C", "C", "O", "C", "H", "H", "H", "H", "H", "H", "H", "H", "H", "H", "H", "H", "H", "H", "H", "C", "O", "C", "C", "N", "C", "C", "O", "C", "H", "H", "H", "H", "H", "H", "H", "H", "H", "H", "H", "H", "H", "H", "H"], "xyz": [[-0.2715, -4.0424, -4.3361], [-1.1416, -4.9950, -3.8809], [-2.4344, -5.1623, -4.5017], [-2.8888, -6.5351, -4.0709], [-2.2368, -7.7731, -4.4785], [-1.8032, -7.8783, -5.9005], [-2.9382, -8.1022, -6.9386], [-3.0628, -6.9436, -7.7615], [-3.6583, -7.0160, -9.0676], [-0.4790, -3.0054, -4.0724], [-0.1150, -4.0062, -5.4142], [0.7373, -4.1479, -3.9372], [-2.3908, -5.2194, -5.5894], [-3.1026, -4.3470, -4.2243], [-3.9734, -6.6100, -4.1486], [-2.9347, -6.5656, -2.9823], [-1.6218, -8.0558, -3.7288], [-1.0453, -8.6609, -5.8655], [-1.2531, -6.9663, -6.1320], [-3.7982, -8.3165, -6.3041], [-2.7928, -9.0448, -7.4664], [-4.4945, -7.6911, -8.8859], [-3.0441, -7.4531, -9.8549], [-3.9590, -6.0092, -9.3576], [5.1956, 1.6318, -0.3641], [3.9171, 1.6531, -1.0234], [3.9185, 1.6368, -2.4347], [2.4602, 1.5500, -2.9440], [2.2313, 1.7625, -4.3951], [0.8766, 1.8176, -5.0343], [0.8830, 1.7344, -6.5770], [0.7394, 3.0534, -7.1215], [-0.6671, 3.4354, -7.1369], [5.9936, 2.0317, -0.9897], [5.6128, 0.6757, -0.0480], [5.1210, 2.4680, 0.3312], [4.4054, 0.7244, -2.7789], [4.3142, 2.5002, -2.9697], [1.8082, 2.1221, -2.2838], [2.4102, 0.4677, -2.8246], [2.9023, 2.4693, -4.6603], [0.3123, 2.6975, -4.7254], [0.2828, 1.0045, -4.6169], [0.1133, 0.9946, -6.7973], [1.8148, 1.3229, -6.9649], [-1.4011, 2.8381, -7.6777], [-0.8736, 4.4790, -7.3739], [-1.0184, 3.3971, -6.1057], [0.1315, 3.9539, 4.2604], [-0.2245, 2.5591, 3.9718], [0.9219, 1.7874, 3.6173], [1.1243, 1.6845, 2.1023], [-0.0489, 1.3237, 1.2611], [0.2197, 1.0270, -0.1151], [1.0262, -0.3179, -0.3402], [0.6981, -1.1333, -1.4842], [0.1058, -2.4259, -1.1994], [1.0903, 4.0137, 4.7754], [-0.5584, 4.4070, 4.9723], [0.1397, 4.6098, 3.3899], [0.7859, 0.8169, 4.0945], [1.8365, 2.2231, 4.0195], [1.9228, 1.0457, 1.7249], [1.3128, 2.7049, 1.7684], [-0.4802, 2.2266, 1.1237], [0.6175, 1.9003, -0.6320], [-0.8049, 0.8884, -0.4602], [1.0052, -1.0151, 0.4975], [2.0239, 0.1206, -0.3179], [-0.9802, -2.4636, -1.1150], [0.5491, -2.8602, -0.3033], [0.2993, -3.1148, -2.0217], [-2.4176, -6.5862, 2.1936], [-3.1757, -5.6861, 1.4394], [-2.5416, -4.5259, 0.8916], [-3.4713, -3.5029, 0.1678], [-4.8860, -3.6648, 0.5447], [-5.5817, -4.6748, -0.2448], [-7.1897, -4.7700, -0.0491], [-7.7643, -6.0350, -0.5409], [-7.6424, -6.2443, -1.8666], [-2.1043, -5.9828, 3.0455], [-1.5750, -7.0156, 1.6517], [-2.9548, -7.4873, 2.4895], [-1.6875, -4.7729, 0.2610], [-2.0647, -4.0173, 1.7294], [-3.3530, -3.7869, -0.8778], [-3.0377, -2.5419, 0.4448], [-4.7509, -4.2024, 1.3890], [-5.0928, -5.6455, -0.1615], [-5.3158, -4.2589, -1.2166], [-7.8010, -3.9488, -0.4232], [-7.2785, -4.8743, 1.0323], [-8.4459, -6.9596, -2.0423], [-6.6356, -6.6618, -1.8560], [-7.9041, -5.3936, -2.4959], [-3.2617, 8.9170, 0.5748], [-2.2145, 9.4067, -0.2630], [-0.8319, 9.4015, 0.2130], [-0.3817, 7.9955, 0.7155], [-0.3872, 7.1033, -0.5046], [-0.2614, 5.6214, -0.1945], [-1.4859, 5.1111, 0.6389], [-1.6657, 3.7108, 0.4738], [-2.5083, 3.3003, 1.5055], [-4.2264, 8.9381, 0.0678], [-3.3469, 9.4146, 1.5408], [-3.0315, 7.8683, 0.7627], [-0.6576, 10.0402, 1.0789], [-0.1698, 9.7400, -0.5839], [-1.0121, 7.7034, 1.5554], [0.6456, 8.1275, 1.0551], [-1.0948, 7.2999, -1.1980], [0.7167, 5.4323, 0.2479], [-0.4028, 5.0053, -1.0824], [-2.4373, 5.5467, 0.3338], [-1.5115, 5.3777, 1.6955], [-2.8415, 2.2857, 1.2871], [-3.4999, 3.7529, 1.5087], [-2.1735, 3.4212, 2.5358], [2.4033, -5.9255, 4.5775], [2.0655, -7.0819, 3.8214], [0.9834, -7.0348, 2.9328], [1.1565, -6.3518, 1.6145], [2.5315, -6.5489, 1.1378], [2.8513, -5.8729, -0.1074], [3.1593, -4.3849, -0.0635], [3.7709, -3.8754, -1.2708], [4.0919, -2.5529, -1.2644], [3.4063, -5.8933, 5.0029], [1.8247, -5.9510, 5.5010], [2.3533, -5.0585, 3.9188], [0.1252, -6.6255, 3.4657], [0.6722, -8.0409, 2.6514], [1.2072, -5.2888, 1.8500], [0.4872, -6.6340, 0.8018], [3.1702, -6.2428, 1.8578], [2.1252, -6.1166, -0.8830], [3.6499, -6.4441, -0.5808], [3.8341, -4.2094, 0.7743], [2.2919, -3.8341, 0.3003], [3.1190, -2.1134, -1.4847], [4.6379, -2.4000, -2.1952], [4.6729, -2.2492, -0.3936], [6.9902, 11.2836, 2.2478], [6.2190, 10.1398, 2.2643], [6.4314, 9.2220, 1.2236], [5.5722, 7.9943, 1.4436], [5.7382, 7.2837, 2.7312], [4.9070, 6.0802, 2.6890], [3.3637, 6.0868, 2.4569], [2.6634, 6.6120, 3.6322], [2.7316, 8.0185, 3.8225], [6.6997, 11.9262, 3.0789], [6.8637, 11.7969, 1.2945], [8.0158, 10.9153, 2.2217], [7.4390, 8.8482, 1.4056], [6.2829, 9.5933, 0.2096], [5.7291, 7.2803, 0.6350], [4.5273, 8.2927, 1.3592], [6.3307, 7.6676, 3.4534], [4.8927, 5.6002, 3.6675], [5.3665, 5.3912, 1.9803], [2.9842, 5.0723, 2.3352], [3.1633, 6.6796, 1.5643], [2.2244, 8.3243, 4.7375], [2.2570, 8.4085, 2.9220], [3.6456, 8.6108, 3.7782], [2.1842, -2.1793, 3.2688], [1.0371, -3.0020, 2.9677], [-0.1795, -2.1805, 2.7325], [-1.3659, -2.3633, 3.7217], [-2.6757, -1.9318, 3.2277], [-2.9167, -0.4765, 3.3343], [-4.1713, -0.0514, 4.1303], [-3.9895, -0.2486, 5.4755], [-3.3316, 0.7087, 6.1247], [3.1346, -2.6769, 3.0758], [2.1095, -1.7383, 4.2628], [2.2829, -1.4400, 2.4739], [-0.5532, -2.6065, 1.8013], [-0.0834, -1.1054, 2.5806], [-1.1820, -1.9072, 4.6945], [-1.4466, -3.3909, 4.0762], [-3.4250, -2.4289, 3.6876], [-2.9767, -0.0432, 2.3359], [-1.9818, 0.0093, 3.6137], [-5.0167, -0.5747, 3.6836], [-4.3246, 0.9915, 3.8530], [-3.2891, 0.4751, 7.1885], [-3.8294, 1.6740, 6.0327], [-2.2885, 0.9251, 5.8940]], "spin_multiplicity": 1, "gap_ev": 8.72, "smiles": "COCCNCCOC.COCCNCCOC.COCCNCCOC.COCCNCCOC.COCCNCCOC.COCCNCCOC.COCCNCCOC.COCCNCCOC"}

P is the most stable structure; the next one sits 1.583 eV above it.